The following is a DFT calculation (ωB97M-V/def2-TZVPD) of 2 unconnected molecules or ions with the total composition H4O2 in a non-equilibrium geometry.

Properties
Energy ... -152.864725 Eh
SMILES ... O.O
Energy relative to the best compared isomer or geometry (same formula, charge and spin) ... 6.41 kcal per mole
Gap between HOMO and LUMO ... 12.1 eV

Bonds (Å) are listed after each position.
CARTESIAN COORDINATES (ANGSTROEM)
1 O 1.310 0.236 0.580  H4 0.962, H6 1.031
2 O -1.336 -0.342 -0.560  H3 0.965, H5 0.954
3 H -0.399 -0.419 -0.779  O2 0.965
4 H 1.233 0.158 1.535  O1 0.962
5 H -1.641 -0.115 -1.436  O2 0.954
6 H 1.016 1.223 0.524  O1 1.031

What are the natural (NBO) partial charges on each atom? They are as follows, in elementary charge units: -0.940 -0.935 0.477 0.471 0.456 0.471

=====

The following is a DFT calculation (ωB97M-V/def2-TZVPD) of 4 unconnected molecules or ions with the total composition C19H28F9NO8 in a non-equilibrium geometry.

Properties
Energy ... -2296.307407 Eh
SMILES ... C[C@@H](O)C[C@H]1CCNC1=O.CCOC(=O)C(F)(F)F.CCOC(=O)C(F)(F)F.CCOC(=O)C(F)(F)F
Gap between HOMO and LUMO ... 10.2 eV

Bonds (Å) are listed after each position.
CARTESIAN COORDINATES (ANGSTROEM)
1 F 6.163 -0.217 -0.366  C20 1.326
2 F 1.131 6.529 5.529  C28 1.335
3 F 8.124 0.195 0.430  C20 1.334
4 F 7.135 1.656 -0.822  C20 1.337
5 F -5.690 -3.536 -3.811  C24 1.327
6 F -0.198 5.473 6.860  C28 1.326
7 F -7.639 -4.205 -3.164  C24 1.337
8 F 1.902 4.971 6.816  C28 1.339
9 F -6.297 -3.259 -1.760  C24 1.337
10 O 7.189 2.110 2.006  C27 1.442, C31 1.323
11 O 5.138 1.254 1.644  C31 1.194
12 O -5.034 -6.069 -3.185  C32 1.193
13 O -1.175 -2.296 -2.553  C22 1.431, H62 0.958
14 O 1.517 4.369 4.044  C30 1.320, C36 1.448
15 O 0.152 2.457 -0.880  C29 1.223
16 O -0.308 3.494 5.035  C30 1.194
17 O -6.239 -5.868 -1.291  C32 1.324, C33 1.442
18 N -0.433 2.359 -3.142  C26 1.464, C29 1.377, H47 1.009
19 C -1.950 0.064 -2.252  C22 1.552, C34 1.528, H53 1.089, H57 1.089
20 C 6.942 0.735 0.128  F1 1.326, F3 1.334, F4 1.337, C31 1.539
21 C 0.377 0.148 -3.325  C26 1.551, C34 1.537, H46 1.081, H64 1.090
22 C -2.307 -1.443 -2.358  O13 1.431, C19 1.552, C37 1.532, H60 1.093
23 C 0.408 3.833 1.927  C36 1.511, H39 1.090, H55 1.091, H58 1.091
24 C -6.357 -4.089 -2.807  F5 1.327, F7 1.337, F9 1.337, C32 1.538
25 C -4.421 -7.105 -0.236  C33 1.513, H49 1.090, H50 1.089, H56 1.089
26 C 0.089 1.431 -4.148  N18 1.464, C21 1.551, H38 1.087, H54 1.091
27 C 6.715 2.817 3.171  O10 1.442, C35 1.513, H42 1.089, H52 1.087
28 C 0.855 5.338 6.065  F2 1.335, F6 1.326, F8 1.339, C30 1.539
29 C -0.211 1.854 -1.880  O15 1.223, N18 1.377, C34 1.545
30 C 0.590 4.279 4.980  O14 1.320, O16 1.194, C28 1.539
31 C 6.291 1.383 1.362  O10 1.323, O11 1.194, C20 1.539
32 C -5.771 -5.469 -2.463  O12 1.193, O17 1.324, C24 1.538
33 C -5.803 -7.168 -0.847  O17 1.442, C25 1.513, H44 1.088, H51 1.089
34 C -0.461 0.339 -2.051  C19 1.528, C21 1.537, C29 1.545, H41 1.088
35 C 6.638 1.906 4.376  C27 1.513, H43 1.090, H45 1.089, H61 1.089
36 C 1.427 3.414 2.960  O14 1.448, C23 1.511, H40 1.089, H63 1.088
37 C -3.329 -1.740 -3.460  C22 1.532, H48 1.082, H59 1.088, H65 1.085
38 H 0.991 1.747 -4.667  C26 1.087
39 H -0.596 3.850 2.350  C23 1.090
40 H 1.214 2.424 3.360  C36 1.089
41 H -0.086 -0.143 -1.151  C34 1.088
42 H 5.753 3.281 2.953  C27 1.089
43 H 7.603 1.432 4.556  C35 1.090
44 H -6.536 -7.479 -0.106  C33 1.088
45 H 5.904 1.115 4.225  C35 1.089
46 H 0.163 -0.741 -3.901  C21 1.081
47 H -0.350 3.354 -3.286  N18 1.009
48 H -4.294 -1.929 -3.009  C37 1.082
49 H -4.395 -6.372 0.572  C25 1.090
50 H -4.143 -8.079 0.165  C25 1.089
51 H -5.846 -7.874 -1.675  C33 1.089
52 H 7.438 3.612 3.337  C27 1.087
53 H -2.539 0.492 -1.443  C19 1.089
54 H -0.704 1.295 -4.885  C26 1.091
55 H 0.419 3.142 1.082  C23 1.091
56 H -3.677 -6.811 -0.975  C25 1.089
57 H -2.243 0.559 -3.177  C19 1.089
58 H 0.628 4.837 1.561  C23 1.091
59 H -3.438 -0.885 -4.122  C37 1.088
60 H -2.773 -1.717 -1.408  C22 1.093
61 H 6.355 2.476 5.259  C35 1.089
62 H -0.784 -2.465 -1.695  O13 0.958
63 H 2.421 3.385 2.518  C36 1.088
64 H 1.402 0.180 -2.955  C21 1.090
65 H -3.047 -2.630 -4.014  C37 1.085

What are the natural (NBO) partial charges on each atom? They are as follows, in elementary charge units: -0.300 -0.309 -0.307 -0.309 -0.300 -0.301 -0.308 -0.314 -0.311 -0.476 -0.544 -0.537 -0.727 -0.480 -0.615 -0.543 -0.477 -0.641 -0.421 0.898 -0.409 0.100 -0.655 0.898 -0.639 -0.219 -0.078 0.897 0.709 0.692 0.693 0.692 -0.078 -0.306 -0.639 -0.077 -0.630 0.200 0.215 0.197 0.220 0.199 0.216 0.198 0.224 0.242 0.399 0.218 0.216 0.224 0.200 0.198 0.219 0.186 0.269 0.226 0.204 0.208 0.201 0.156 0.225 0.470 0.196 0.212 0.234